1.
# C2H6NO3S

A 2-piece molecular cluster, C2H6NO3S overall at a distorted geometry (ωB97M-V/def2-TZVPD, the OMol25 dataset).

Summary:
charge: +1
E_LUMO: -6.2 eV

Atoms and positions in Å:
C1 1.169 -0.932 0.623
C2 -1.595 -0.051 0.770
N1 0.220 1.727 -2.067
O1 1.238 1.953 -2.452
O2 0.384 1.422 -0.184
O3 -0.103 -0.314 -1.631
S1 -0.061 0.054 -0.194
H1 1.221 -1.985 0.066
H2 0.972 -1.017 1.720
H3 2.052 -0.405 0.461
H4 -1.341 -0.476 1.753
H5 -2.101 -0.885 0.305
H6 -2.054 0.909 0.829

Atoms 1-6, force components in eV/Å:
C -1.73 -3.10 -0.18
C 1.55 -1.92 -0.20
N 3.48 1.97 -2.65
O -3.46 -0.91 1.19
O 0.77 2.60 1.80
O -0.78 -1.09 1.59

---

2.
# C5H16N2O

A 2-piece molecular cluster, C5H16N2O overall at a distorted geometry (ωB97M-V/def2-TZVPD, the OMol25 dataset).

Summary:
charge: 0
structure (SMILES): CCCCNCN.O
E_LUMO: 0.8 eV

Atoms and positions in Å:
C1 0.870 -2.275 0.422
C2 -0.476 -1.761 0.936
C3 -0.226 -0.643 1.973
C4 -0.049 0.850 1.480
N1 -1.033 1.068 0.328
C5 -0.671 2.228 -0.488
N2 0.328 1.802 -1.453
H1 1.691 -1.528 0.280
H2 0.763 -2.562 -0.593
H3 1.165 -3.046 1.192
H4 -1.067 -2.517 1.489
H5 -1.044 -1.365 0.186
H6 -0.987 -0.678 2.662
H7 0.629 -0.796 2.625
H8 1.029 1.185 1.229
H9 -0.348 1.353 2.337
H10 -0.837 0.171 -0.225
H11 -1.795 2.551 -0.838
H12 -0.434 2.956 0.271
H13 0.062 2.251 -2.351
H14 1.328 1.860 -1.162
O1 0.150 -0.606 -3.598
H15 1.113 -0.552 -3.596
H16 -0.161 0.054 -3.109

Atoms 1-6, force components in eV/Å:
C 0.33 -0.03 1.13
C 2.35 0.31 2.96
C 1.82 0.93 -1.34
C -0.09 -1.74 -2.30
N 1.86 -2.19 1.22
C -3.20 -1.35 0.93

---

3.
# C5H8O

An isolated molecule of C5H8O (ωB97M-V/def2-TZVPD, the OMol25 dataset).

Summary:
charge: 0
structure (SMILES): O[C@@H]1C=CCC1
E_LUMO: 1.0 eV

Atoms and positions in Å:
O1 0.820 1.021 1.520
C1 -0.386 0.480 0.982
C2 -0.254 -1.027 0.874
C3 0.141 -1.367 -0.354
C4 0.287 -0.140 -1.235
C5 -0.564 0.901 -0.485
H1 1.521 0.717 0.928
H2 -1.180 0.832 1.648
H3 -0.325 -1.689 1.731
H4 0.428 -2.366 -0.673
H5 0.017 -0.283 -2.286
H6 1.343 0.166 -1.231
H7 -1.615 0.823 -0.787
H8 -0.233 1.933 -0.633

Atoms 1-6, force components in eV/Å:
O 0.13 0.07 0.02
C -0.25 -0.04 -0.04
C 0.07 -0.09 -0.20
C 0.06 0.13 0.18
C -0.06 -0.04 -0.07
C 0.03 0.06 -0.02

---

4.
# C44H124N8O14

A 14-piece molecular cluster, C44H124N8O14 overall at a distorted geometry (ωB97M-V/def2-TZVPD, the OMol25 dataset).

Summary:
charge: 0
E_LUMO: 0.5 eV

Atoms and positions in Å:
C1 -0.385 0.838 0.108
C2 0.626 -0.131 -0.492
O1 0.144 -0.677 -1.731
H1 -0.067 1.033 1.143
H2 -1.342 0.317 0.191
H3 -0.516 1.797 -0.391
H4 0.745 -0.975 0.201
H5 1.611 0.334 -0.610
H6 -0.131 -1.595 -1.536
C3 1.364 -3.663 -3.695
C4 0.677 -3.331 -5.016
O2 1.472 -2.511 -5.797
H7 0.751 -4.358 -3.113
H8 1.508 -2.765 -3.089
H9 2.358 -4.124 -3.745
H10 -0.262 -2.908 -4.627
H11 0.427 -4.239 -5.561
H12 1.514 -1.605 -5.412
C5 3.199 -5.015 -0.218
C6 2.845 -3.882 0.737
O3 4.016 -3.473 1.482
H13 2.281 -5.443 -0.635
H14 3.666 -5.800 0.377
H15 3.878 -4.711 -1.012
H16 2.083 -4.178 1.457
H17 2.434 -3.004 0.217
H18 4.675 -3.241 0.818
C7 0.522 -2.342 3.844
C8 1.075 -1.931 5.188
O4 2.450 -1.668 5.146
H19 0.670 -1.566 3.088
H20 -0.567 -2.491 3.864
H21 0.882 -3.310 3.482
H22 0.792 -2.704 5.922
H23 0.573 -1.045 5.582
H24 2.919 -2.432 4.792
C9 1.805 4.295 -0.020
C10 1.555 5.570 0.774
O5 2.666 5.792 1.663
H25 0.956 3.983 -0.630
H26 2.084 3.500 0.681
H27 2.679 4.369 -0.674
H28 0.631 5.507 1.346
H29 1.458 6.435 0.109
H30 3.467 5.699 1.135
C11 -2.187 4.306 1.021
C12 -3.473 4.919 0.520
O6 -3.869 4.242 -0.689
H31 -2.057 4.694 2.036
H32 -1.350 4.470 0.352
H33 -2.336 3.234 1.177
H34 -3.354 5.997 0.354
H35 -4.300 4.818 1.233
H36 -4.332 4.855 -1.265
C13 5.092 2.502 -2.858
C14 4.461 1.642 -1.746
C15 4.703 0.177 -1.963
O7 4.211 -0.182 -3.229
C16 4.612 -1.446 -3.673
N1 5.019 2.044 -0.436
H37 6.177 2.523 -2.744
H38 4.656 3.504 -2.858
H39 4.901 2.127 -3.871
H40 3.388 1.868 -1.751
H41 4.228 -0.456 -1.199
H42 5.775 -0.071 -1.890
H43 4.267 -1.578 -4.695
H44 4.155 -2.225 -3.048
H45 5.694 -1.623 -3.652
H46 6.036 1.932 -0.429
H47 4.961 3.061 -0.370
C17 -2.047 0.224 3.440
C18 -2.867 0.051 4.715
C19 -2.779 -1.325 5.318
O8 -3.232 -2.301 4.421
C20 -3.067 -3.607 4.904
N2 -2.496 1.051 5.721
H48 -2.536 -0.294 2.615
H49 -1.055 -0.212 3.619
H50 -1.841 1.259 3.163
H51 -3.922 0.203 4.463
H52 -3.339 -1.299 6.273
H53 -1.770 -1.596 5.684
H54 -2.017 -3.900 5.085
H55 -3.493 -4.333 4.206
H56 -3.596 -3.782 5.860
H57 -1.739 1.667 5.432
H58 -2.077 0.545 6.505
C21 -4.765 -2.596 -3.683
C22 -3.727 -2.295 -4.754
C23 -2.708 -1.295 -4.272
O9 -3.350 -0.063 -4.089
C24 -2.543 0.913 -3.495
N3 -3.083 -3.608 -5.088
H59 -5.468 -3.367 -3.986
H60 -5.289 -1.681 -3.394
H61 -4.248 -2.909 -2.773
H62 -4.174 -1.913 -5.681
H63 -1.854 -1.208 -4.969
H64 -2.211 -1.685 -3.364
H65 -2.056 1.549 -4.252
H66 -1.773 0.591 -2.787
H67 -3.157 1.639 -2.948
H68 -3.822 -4.114 -5.575
H69 -2.408 -3.426 -5.839
C25 3.217 -0.111 2.047
C26 4.369 0.403 2.890
C27 5.615 -0.422 2.649
O10 6.594 -0.039 3.576
C28 7.699 -0.854 3.547
N4 4.687 1.813 2.614
H70 2.974 -1.160 2.276
H71 3.377 -0.151 0.969
H72 2.288 0.409 2.297
H73 4.073 0.347 3.938
H74 5.917 -0.378 1.591
H75 5.395 -1.490 2.817
H76 8.430 -0.599 2.768
H77 7.487 -1.928 3.468
H78 8.235 -0.718 4.490
H79 3.903 2.376 3.009
H80 4.560 1.917 1.590
C29 0.818 2.344 -4.409
C30 1.179 1.123 -5.249
C31 2.373 1.363 -6.173
O11 2.200 2.454 -7.041
C32 1.220 2.233 -8.034
N5 1.568 0.001 -4.359
H81 0.460 3.214 -4.966
H82 1.646 2.668 -3.771
H83 0.015 2.034 -3.730
H84 0.316 0.754 -5.815
H85 2.529 0.433 -6.743
H86 3.246 1.586 -5.556
H87 1.367 2.996 -8.788
H88 0.227 2.305 -7.584
H89 1.349 1.231 -8.455
H90 2.567 0.071 -4.116
H91 1.001 -0.064 -3.520
C33 -8.576 1.802 -0.753
C34 -7.756 0.952 -1.724
C35 -6.276 1.211 -1.580
O12 -5.918 1.055 -0.231
C36 -4.526 0.999 -0.042
N6 -7.959 -0.471 -1.469
H92 -8.250 2.848 -0.763
H93 -8.468 1.447 0.272
H94 -9.643 1.778 -0.982
H95 -8.003 1.248 -2.745
H96 -5.944 2.201 -1.945
H97 -5.715 0.558 -2.269
H98 -4.016 0.377 -0.794
H99 -4.265 0.543 0.912
H100 -4.124 2.019 -0.111
H101 -7.611 -0.686 -0.539
H102 -8.952 -0.687 -1.420
C37 1.302 1.822 4.914
C38 1.086 3.000 3.962
C39 0.284 4.082 4.669
O13 -1.084 3.736 4.877
C40 -1.861 4.818 5.311
N7 2.380 3.549 3.532
H103 0.310 1.458 5.190
H104 1.858 2.119 5.805
H105 1.857 1.001 4.459
H106 0.561 2.646 3.069
H107 0.354 5.028 4.106
H108 0.674 4.319 5.673
H109 -2.840 4.409 5.552
H110 -2.036 5.482 4.456
H111 -1.425 5.328 6.170
H112 2.826 4.016 4.315
H113 2.240 4.196 2.747
C41 -2.597 -2.547 -0.044
C42 -1.366 -3.382 0.248
C43 -1.694 -4.788 0.798
O14 -0.446 -5.431 1.022
C44 -0.595 -6.606 1.800
N8 -0.535 -3.481 -0.986
H114 -2.332 -1.694 -0.677
H115 -2.986 -2.079 0.867
H116 -3.419 -3.086 -0.523
H117 -0.792 -2.880 1.031
H118 -2.297 -5.330 0.064
H119 -2.187 -4.611 1.761
H120 -1.342 -7.302 1.392
H121 -0.989 -6.372 2.801
H122 0.369 -7.103 1.866
H123 -1.076 -4.023 -1.675
H124 0.143 -4.215 -0.735

Atoms 1-6, force components in eV/Å:
C 0.23 -0.47 0.81
C -0.57 -0.27 -0.16
O 0.27 0.26 0.31
H -0.06 0.19 -0.11
H -0.11 0.20 -0.13
H 0.09 -0.12 -0.29

---

5.
# C7H15N

A 2-piece molecular cluster, C7H15N overall at a distorted geometry (ωB97M-V/def2-TZVPD, the OMol25 dataset).

Summary:
charge: +1
multiplicity: 2
E_LUMO (spin up / spin down): -4.0 / -8.3 eV

Atoms and positions in Å:
C1 -1.618 0.286 1.555
C2 -1.333 -1.189 2.081
C3 0.138 -2.939 1.663
N1 -0.421 -1.882 1.173
H1 -2.413 0.773 2.142
H2 -0.729 0.940 1.577
H3 -2.048 0.256 0.531
H4 -2.266 -1.756 2.101
H5 -0.783 -1.152 3.035
H6 -0.148 -3.465 2.660
H7 0.970 -3.433 1.107
C4 0.922 1.845 -1.705
C5 0.796 0.482 -1.669
C6 -0.482 -0.300 -1.652
C7 2.256 2.566 -1.627
H8 0.044 2.478 -1.646
H9 1.728 -0.157 -1.668
H10 -0.478 -1.171 -2.350
H11 -0.558 -0.651 -0.602
H12 -1.381 0.255 -1.941
H13 2.985 1.821 -1.247
H14 2.189 3.432 -0.929
H15 2.627 2.961 -2.591

Atoms 1-6, force components in eV/Å:
C -0.51 -0.89 0.19
C 0.08 1.51 -0.63
C -0.35 0.16 -0.21
N 1.43 -1.67 0.93
H 0.44 -0.25 0.08
H -0.26 -0.43 -0.02

---

6.
# C7H8ClIOSi

An isolated molecule of C7H8ClIOSi at a distorted geometry (ωB97M-V/def2-TZVPD, the OMol25 dataset).

Summary:
charge: 0
structure (SMILES): C[Si@](Cl)(I)Oc1ccccc1
E_LUMO: 0.4 eV

Atoms and positions in Å:
C1 2.474 0.299 2.693
Si1 1.110 -0.850 2.091
Cl1 -0.335 -1.253 3.420
I1 2.046 -2.958 1.222
O1 0.375 0.048 0.750
C2 -0.393 0.094 -0.355
C3 -0.699 -1.011 -1.138
C4 -1.451 -0.838 -2.288
C5 -1.900 0.418 -2.660
C6 -1.598 1.516 -1.874
C7 -0.849 1.357 -0.725
H1 3.418 -0.226 2.796
H2 2.618 1.115 1.991
H3 2.224 0.726 3.659
H4 -0.342 -1.990 -0.857
H5 -1.683 -1.693 -2.904
H6 -2.483 0.541 -3.560
H7 -1.937 2.502 -2.154
H8 -0.596 2.205 -0.107

Atoms 1-6, force components in eV/Å:
C -0.44 -0.40 0.02
Si -0.32 1.71 -3.27
Cl -0.35 -0.11 0.45
I -0.19 0.35 0.19
O 1.78 -1.29 2.90
C -0.25 0.06 -0.22

---

7.
# C4H9NO

A 2-piece molecular cluster, C4H9NO overall (ωB97M-V/def2-TZVPD, the OMol25 dataset).

Summary:
charge: 0
structure (SMILES): CC(N)=O.C=C
E_LUMO: 0.9 eV

Atoms and positions in Å:
C1 -2.741 1.053 -0.606
C2 -1.372 0.611 -0.137
N1 -0.686 -0.165 -1.028
O1 -0.904 0.918 0.951
H1 -3.210 1.671 0.178
H2 -3.389 0.183 -0.803
H3 -2.667 1.653 -1.528
H4 -1.081 -0.420 -1.937
H5 0.246 -0.494 -0.765
C3 2.908 -0.291 0.674
C4 2.360 -1.379 1.218
H6 2.401 0.680 0.714
H7 3.881 -0.337 0.172
H8 1.387 -1.333 1.720
H9 2.867 -2.350 1.178

Atoms 1-6, force components in eV/Å:
C -0.48 0.30 0.13
C 0.32 -0.02 0.29
N 0.19 -0.24 -0.31
O -0.25 -0.18 -0.61
H 0.28 -0.32 -0.37
H 0.28 0.30 0.02